Entry 1:
{"formula": "C5H6O2", "method": "ωB97M-V/def2-TZVPD", "smiles": "C#C[C@@H](C)OC=O", "gap_ev": 10.08, "largest_force_ev_per_a": 2.6, "symbols": ["C", "C", "C", "C", "O", "C", "O", "H", "H", "H", "H", "H", "H"], "coordinates": [[-0.576, 2.111, -0.222], [0.035, 1.085, -0.067], [-0.167, -0.192, 0.582], [-1.295, -1.022, -0.010], [1.204, -1.044, 0.421], [2.081, -0.327, -0.301], [3.198, -0.549, -0.681], [-1.047, 3.039, -0.388], [-0.293, -0.012, 1.658], [-1.228, -1.033, -1.102], [-2.310, -0.697, 0.266], [-1.148, -2.024, 0.385], [1.544, 0.666, -0.542]]}

=====

Entry 2:
{"formula": "C21H30N4O3", "method": "ωB97M-V/def2-TZVPD", "smiles": "CCCCN(C)CCNC(=O)CCNC(=O)Cn1ccc2ccccc2c1=O", "gap_ev": 8.83, "largest_force_ev_per_a": 0.9, "symbols": ["C", "C", "C", "C", "N", "C", "C", "C", "N", "C", "O", "C", "C", "N", "C", "O", "C", "N", "C", "C", "C", "C", "C", "C", "C", "C", "C", "O", "H", "H", "H", "H", "H", "H", "H", "H", "H", "H", "H", "H", "H", "H", "H", "H", "H", "H", "H", "H", "H", "H", "H", "H", "H", "H", "H", "H", "H", "H"], "coordinates": [[5.245, 0.193, -2.914], [4.070, -0.132, -2.000], [3.866, 0.937, -0.931], [2.713, 0.576, 0.008], [2.954, -0.679, 0.698], [3.849, -0.547, 1.825], [1.761, -1.439, 0.978], [0.802, -0.862, 2.044], [-0.336, -1.739, 2.190], [-1.604, -1.381, 1.896], [-1.951, -0.234, 1.706], [-2.556, -2.565, 1.778], [-2.243, -3.335, 0.483], [-2.175, -2.440, -0.647], [-3.259, -2.156, -1.392], [-4.304, -2.768, -1.361], [-3.030, -0.941, -2.303], [-2.997, 0.267, -1.498], [-4.176, 0.886, -1.197], [-4.230, 2.008, -0.454], [-3.021, 2.589, 0.028], [-2.998, 3.776, 0.772], [-1.807, 4.305, 1.209], [-0.602, 3.668, 0.911], [-0.603, 2.501, 0.185], [-1.805, 1.944, -0.261], [-1.783, 0.687, -0.991], [-0.773, 0.010, -1.185], [5.085, 1.143, -3.420], [5.370, -0.580, -3.668], [6.167, 0.264, -2.341], [3.159, -0.220, -2.595], [4.238, -1.089, -1.505], [4.788, 1.063, -0.362], [3.638, 1.894, -1.405], [2.554, 1.403, 0.722], [1.809, 0.456, -0.592], [4.821, -0.209, 1.469], [3.980, -1.520, 2.297], [3.494, 0.170, 2.582], [2.077, -2.439, 1.302], [1.207, -1.541, 0.041], [1.314, -0.759, 3.006], [0.416, 0.110, 1.733], [-0.127, -2.717, 2.324], [-2.464, -3.227, 2.640], [-3.574, -2.178, 1.730], [-3.038, -4.056, 0.280], [-1.289, -3.863, 0.565], [-1.401, -1.782, -0.691], [-2.068, -1.036, -2.814], [-3.840, -0.874, -3.030], [-5.061, 0.409, -1.591], [-5.176, 2.470, -0.226], [-3.932, 4.268, 0.998], [-1.800, 5.218, 1.786], [0.329, 4.095, 1.253], [0.317, 1.996, -0.061]]}

=====

Entry 3:
{"formula": "C5H7NO", "method": "ωB97M-V/def2-TZVPD", "smiles": "C=N[C@@]1(C)OC1=C", "gap_ev": 10.55, "largest_force_ev_per_a": 2.1, "symbols": ["C", "N", "C", "C", "O", "C", "C", "H", "H", "H", "H", "H", "H", "H"], "coordinates": [[-0.834, -1.800, 1.109], [-0.119, -0.767, 1.175], [0.407, -0.159, 0.015], [1.827, 0.329, 0.164], [-0.030, -0.588, -1.287], [-0.566, 0.601, -0.744], [-1.389, 1.577, -1.010], [-1.137, -2.269, 0.171], [-1.188, -2.231, 2.034], [2.118, 0.897, -0.717], [1.898, 0.960, 1.046], [2.492, -0.524, 0.283], [-1.596, 2.332, -0.274], [-1.884, 1.642, -1.964]]}

=====

Entry 4:
{"formula": "C5H9NO", "method": "ωB97M-V/def2-TZVPD", "gap_ev": 8.62, "largest_force_ev_per_a": 0.3, "symbols": ["O", "C", "C", "C", "C", "N", "C", "H", "H", "H", "H", "H", "H", "H", "H", "H"], "coordinates": [[2.540, 0.388, 1.101], [1.363, 0.829, 0.644], [0.911, 0.315, -0.712], [-0.480, -0.131, -0.320], [-1.728, 0.525, -0.766], [-1.361, -0.808, -1.256], [-0.228, -0.507, 1.108], [2.871, -0.351, 0.559], [0.463, 0.723, 1.444], [1.484, -0.583, -1.011], [0.987, 1.054, -1.518], [-1.692, 1.312, -1.518], [-2.545, 0.617, -0.051], [-1.897, -1.525, -0.772], [-1.055, -0.444, 1.821], [0.367, -1.414, 1.246]]}

=====

Entry 5:
{"formula": "C7H13N2", "method": "ωB97M-V/def2-TZVPD", "smiles": "C/C=C1\\CC(=[NH2+])N(C)C1", "total_charge": 1, "gap_ev": 10.21, "largest_force_ev_per_a": 0.9, "symbols": ["C", "C", "C", "C", "C", "N", "N", "C", "C", "H", "H", "H", "H", "H", "H", "H", "H", "H", "H", "H", "H", "H"], "coordinates": [[-2.234, 2.481, 0.261], [-1.194, 1.701, 0.983], [-0.576, 0.627, 0.531], [-0.737, 0.031, -0.845], [0.430, -0.880, -0.930], [0.753, -1.523, -2.039], [1.080, -0.968, 0.199], [2.221, -1.803, 0.474], [0.487, -0.161, 1.251], [-1.874, 3.495, 0.084], [-3.124, 2.564, 0.881], [-2.511, 2.033, -0.688], [-0.960, 2.064, 1.975], [-0.721, 0.789, -1.631], [-1.670, -0.534, -0.948], [0.210, -1.385, -2.877], [1.535, -2.157, -2.094], [2.866, -1.886, -0.399], [2.799, -1.358, 1.283], [1.905, -2.801, 0.785], [1.243, 0.482, 1.713], [0.071, -0.810, 2.031]]}

=====

Entry 6:
{"formula": "C6H16O", "method": "ωB97M-V/def2-TZVPD", "total_charge": 1, "gap_ev": [12.12, 4.81], "spin_multiplicity": 2, "largest_force_ev_per_a": 3.0, "symbols": ["C", "C", "O", "H", "H", "H", "H", "H", "H", "C", "C", "C", "C", "H", "H", "H", "H", "H", "H", "H", "H", "H", "H"], "coordinates": [[-0.405, -1.143, -1.811], [-0.671, -0.985, -3.325], [0.818, -0.421, -1.574], [-1.210, -0.752, -1.209], [-0.209, -2.217, -1.731], [-1.533, -0.385, -3.591], [1.562, -1.048, -1.463], [-0.986, -1.964, -3.714], [0.232, -0.769, -3.874], [0.344, 0.422, 1.330], [-1.000, -0.329, 1.496], [0.466, 1.704, 0.602], [0.880, 0.669, 2.781], [1.084, -0.227, 0.738], [-1.670, 0.149, 0.751], [0.055, 2.485, 1.280], [1.474, 2.141, 0.587], [0.060, 1.759, -0.404], [1.453, -0.140, 3.233], [1.448, 1.604, 2.702], [-1.382, -0.117, 2.480], [-0.916, -1.380, 1.222], [0.105, 0.945, 3.494]]}

=====

Entry 7:
{"formula": "C13H28BBr3Cs2F2MgN3O12P", "method": "ωB97M-V/def2-TZVPD", "gap_ev": 1.47, "largest_force_ev_per_a": 7.5, "symbols": ["C", "C", "P", "C", "N", "C", "N", "N", "H", "H", "H", "H", "H", "H", "H", "H", "H", "H", "H", "H", "H", "Br", "C", "C", "Br", "H", "H", "H", "H", "B", "O", "C", "O", "C", "O", "O", "F", "F", "Mg", "C", "C", "O", "C", "O", "O", "C", "H", "H", "H", "H", "H", "H", "H", "H", "Br", "C", "O", "O", "O", "Cs", "O", "H", "Cs", "O", "H", "H"], "coordinates": [[0.106, -3.194, -2.275], [0.691, -1.669, -2.594], [-0.456, -0.477, -1.565], [-0.567, 1.160, -2.615], [-2.068, -1.198, -1.332], [-2.828, -1.400, -2.620], [-4.277, -1.912, -2.476], [-2.365, -1.221, -3.898], [-0.134, -3.245, -1.108], [0.899, -3.989, -2.616], [-0.897, -3.413, -2.844], [0.591, -1.387, -3.750], [1.811, -1.560, -2.244], [0.482, 1.698, -2.443], [-0.641, 0.934, -3.761], [-1.383, 1.887, -2.198], [-2.633, -0.717, -0.592], [-4.816, -1.133, -2.029], [-4.182, -2.705, -1.774], [-2.996, -0.676, -4.558], [-1.501, -1.626, -4.317], [3.907, -5.394, -1.643], [3.032, -6.364, -0.196], [2.020, -7.351, -0.731], [0.384, -6.449, -1.292], [2.597, -5.617, 0.473], [3.840, -6.886, 0.326], [1.707, -8.046, 0.052], [2.382, -7.920, -1.592], [5.047, 4.081, -2.405], [3.788, 4.760, -2.083], [2.834, 3.821, -2.028], [1.661, 4.050, -1.780], [3.406, 2.530, -2.301], [2.805, 1.468, -2.327], [4.720, 2.656, -2.529], [6.012, 4.282, -1.335], [5.581, 4.583, -3.661], [7.284, 2.878, -2.138], [-3.167, 0.631, 5.866], [-3.878, 1.659, 5.004], [-2.961, 2.308, 4.114], [-2.581, 1.585, 3.033], [-2.954, 0.455, 2.757], [-1.693, 2.322, 2.321], [-1.134, 1.631, 1.207], [-2.321, 1.086, 6.391], [-3.854, 0.202, 6.603], [-2.762, -0.185, 5.261], [-4.299, 2.440, 5.649], [-4.712, 1.217, 4.448], [-1.916, 1.227, 0.554], [-0.474, 0.832, 1.559], [-0.539, 2.343, 0.629], [3.684, 5.684, -0.324], [-1.382, 5.129, 5.273], [-0.556, 5.168, 4.374], [-2.360, 5.878, 5.375], [-1.367, 4.334, 6.220], [2.484, -5.505, -3.801], [-1.712, 8.514, 3.545], [-2.321, 7.806, 3.643], [-2.316, -3.211, -0.422], [3.414, -2.813, 0.695], [3.320, -3.518, 0.037], [2.517, -2.458, 0.787]]}

=====

Entry 8:
{"formula": "C24H17N5O2Zn", "method": "ωB97M-V/def2-TZVPD", "gap_ev": 8.27, "largest_force_ev_per_a": 0.6, "symbols": ["Zn", "O", "C", "N", "C", "O", "C", "C", "C", "C", "C", "N", "C", "C", "C", "C", "C", "N", "H", "H", "H", "H", "H", "H", "H", "H", "C", "C", "C", "C", "C", "C", "N", "N", "C", "C", "C", "C", "C", "C", "H", "H", "H", "H", "H", "H", "H", "H", "H"], "coordinates": [[-0.186, 0.628, -0.283], [-1.789, -1.290, 2.870], [-1.564, -0.754, 1.812], [-1.011, 0.461, 1.528], [-1.343, 1.593, 2.217], [-1.686, 1.715, 3.373], [-1.407, 2.818, 1.300], [-1.519, 4.083, 1.853], [-1.697, 5.165, 1.009], [-1.772, 4.946, -0.359], [-1.640, 3.651, -0.828], [-1.456, 2.604, -0.022], [-2.032, -1.436, 0.510], [-2.782, -2.595, 0.585], [-3.339, -3.110, -0.573], [-3.133, -2.447, -1.774], [-2.343, -1.313, -1.773], [-1.797, -0.817, -0.661], [-1.478, 4.182, 2.929], [-1.784, 6.167, 1.411], [-1.926, 5.760, -1.054], [-1.671, 3.441, -1.892], [-2.919, -3.051, 1.556], [-3.938, -4.012, -0.540], [-3.567, -2.803, -2.698], [-2.126, -0.787, -2.696], [1.510, -5.357, -0.553], [2.645, -4.690, -0.101], [2.667, -3.309, -0.032], [1.545, -2.577, -0.413], [0.414, -3.241, -0.862], [0.397, -4.628, -0.938], [1.497, -1.135, -0.342], [2.608, -0.613, -0.268], [2.659, 0.815, -0.249], [3.933, 1.326, -0.022], [4.120, 2.696, 0.014], [3.029, 3.531, -0.192], [1.763, 2.995, -0.420], [1.538, 1.621, -0.461], [1.494, -6.439, -0.596], [3.518, -5.255, 0.202], [3.542, -2.783, 0.322], [-0.446, -2.663, -1.177], [-0.491, -5.134, -1.298], [4.756, 0.638, 0.132], [5.102, 3.112, 0.198], [3.163, 4.607, -0.173], [0.942, 3.687, -0.576]]}

=====

no.,DFT total energy (eV)
1,-9373.643
2,-34368.772
3,-8833.379
4,-8863.559
5,-10444.198
6,-8517.618
7,-275025.777
8,-85127.572